This record from the OMol25 dataset describes 2 unconnected molecules or ions with the total composition C3H9NO3 at a distorted geometry. The level of theory is ωB97M-V/def2-TZVPD.

Element x y z (Å)
O  1.3442  -2.0495  -1.7536
C  0.3614  -1.5227  -1.2808
O  -0.9620  -1.5973  -1.7167
C  0.4038  -0.7331  -0.0388
C  1.3737  -1.1811  1.0056
N  0.7294  0.6169  -0.5497
H  -0.7422  -2.0563  -2.5225
H  -0.5679  -0.5822  0.3658
H  2.0234  -1.9605  0.6976
H  1.8740  -0.2488  1.2286
H  0.7467  -1.4310  1.8878
H  0.0996  0.8153  -1.3140
H  0.4914  1.3758  0.1025
H  -2.5812  2.7962  1.5942
H  -1.9898  4.2465  1.3298
O  -2.6044  3.5118  0.9645

Atomic forces in eV per Å
O -1.8329 0.3491 -0.4997
C -0.0536 -0.9620 1.1946
O 2.5812 -0.1335 -0.2334
C -0.1885 1.9058 -0.2476
C -1.4018 1.0183 1.1998
N 0.4566 1.1767 -0.2085
H -0.9990 -0.6837 -1.3414
H -1.0899 -0.8998 0.4462
H 0.6300 -0.5678 -0.1559
H 0.8312 -0.1980 0.4499
H 0.8349 -0.3043 -0.3153
H -0.0370 0.0547 -0.4071
H 0.2536 -0.7442 0.1134
H 0.1186 -0.1972 0.4325
H -1.6125 -2.0627 -0.8054
O 1.5091 2.2485 0.3780

The value obtained for the energy above the lowest of the compared OMol25 structures with the same formula, charge and spin is 1.6099 eV. As for the electronic energy: -10888.9715 eV. Its structure (SMILES) is C[C@@H](N)C(=O)O.O. As for the frontier orbital gap: 10.15 eV. Its HOMO energy is -9.70 eV.